1.
11
Properties=species:S:1:pos:R:3 method="wB97M-V/def2-TZVPD" gap_ev=8.99 charge=0 e_lumo_ev=-1.4 fmax_ev_per_a=9.98 homo_energy_ev=-10.4
H 2.5015 -0.6043 0.7176
N 2.2687 0.2452 0.5050
C 0.9462 0.1516 0.1467
C 0.3053 1.3310 -0.3222
N -0.9908 1.4502 -0.3863
C -1.6336 0.3823 0.4024
N -1.3753 -0.9415 0.4225
N -0.4252 -1.5930 -0.3212
N 0.7136 -1.1246 -0.5896
H 0.7291 2.3718 -0.5259
H -2.2756 0.7877 1.0334

2.
41
Properties=species:S:1:pos:R:3 method="wB97M-V/def2-TZVPD" gap_ev=7.22 charge=0 e_lumo_ev=-0.6 fmax_ev_per_a=12.43 homo_energy_ev=-7.8
C -0.0163 6.1702 -0.2260
C 0.8414 5.1208 -0.0286
C 1.7026 5.0224 1.2693
H 2.7155 4.9298 1.0534
H 1.5868 6.1996 1.6371
S 0.9924 3.9979 2.4293
C 1.4861 2.6539 1.6847
N 2.4955 2.5066 0.4869
N 2.7999 1.3259 0.0806
C 2.1360 0.3261 0.7487
N 2.5937 -1.0256 0.6206
C 1.9892 -2.1256 0.6735
O 2.2138 -3.0903 -0.0344
C 0.5382 -2.2498 1.5394
N -0.4203 -2.7479 0.5325
C -1.0424 -3.9411 0.6941
N -1.9922 -4.1655 -0.4318
C -2.0053 -2.9750 -0.9643
C -1.0405 -2.2477 -0.4339
C -1.0405 -0.7527 -0.7592
O -0.2364 0.1745 -0.4720
N -1.8093 -0.4919 -1.7840
C -2.6267 -1.5149 -2.5059
O -3.3878 -1.1216 -3.3984
N -2.4376 -2.8298 -2.1645
C -3.5747 -3.8218 -2.6938
H -3.0819 -4.5249 -3.0330
H -4.2280 -4.1484 -1.9031
H -4.0750 -3.2238 -3.4749
C -1.8518 0.7896 -2.5394
H -2.1826 0.7118 -3.4938
H -2.1699 1.5351 -1.9806
H -0.7264 1.0427 -2.6531
H -0.7175 -4.6925 1.2058
H 0.6349 -2.7538 2.3243
H 0.2822 -1.3313 1.8991
H 3.3371 -1.0652 -0.3215
S 1.0619 0.8894 2.3843
H 1.0863 4.3933 -0.5833
H -0.4321 6.2361 -1.0082
H -0.2896 7.0302 0.4315

3.
10
Properties=species:S:1:pos:R:3 method="wB97M-V/def2-TZVPD" gap_ev=10.79 charge=0 e_lumo_ev=0.8 fmax_ev_per_a=3.75 homo_energy_ev=-10.0
O -2.1445 -0.0220 -0.1471
C -1.0121 -0.0659 0.3583
C 0.2475 -0.1215 -0.4232
C 1.5195 -0.5930 0.0949
N 1.2400 0.8249 -0.0308
H -0.9996 -0.1353 1.4223
H 0.1128 -0.0186 -1.5351
H 1.5808 -1.1542 1.0704
H 2.1929 -0.9484 -0.6034
H 1.0593 1.3405 0.8580

4.
120
Properties=species:S:1:pos:R:3 method="wB97M-V/def2-TZVPD" gap_ev=10.04 charge=0 e_lumo_ev=-0.6 fmax_ev_per_a=2.88 homo_energy_ev=-10.7
H 0.5199 3.8484 -4.1808
H 0.0804 2.7519 -3.5451
O 0.9540 3.2048 -3.5800
H -1.6332 5.2701 0.8732
H -1.2087 3.8389 0.6779
O -1.6129 4.5764 0.2115
H 0.0154 4.4733 4.4859
H -0.8365 4.3392 3.2837
O 0.0807 4.1995 3.5731
H 0.5665 -0.0798 -4.8775
H 0.0178 -0.0474 -6.3279
O -0.2012 -0.3251 -5.4258
H -4.7400 -2.9853 2.8823
H -5.2974 -1.7126 2.1349
O -5.5337 -2.5716 2.5312
H -0.8579 -0.7416 2.5399
O -0.0647 -0.9346 1.9987
H 1.7589 -1.4267 0.4258
O 2.1769 -0.5811 0.6352
H -4.2340 1.4710 -4.3833
H -3.8969 0.4030 -5.4494
O -3.5213 1.1417 -4.9639
H 2.7325 1.4400 3.2989
H 2.2136 0.1896 2.6806
O 1.9388 1.0858 2.8570
H 0.5615 -0.3887 -2.2573
H 0.1079 -0.2215 -0.7906
O 0.2660 -0.8649 -1.4842
H 2.2256 1.7853 -2.1347
H 3.5685 1.5026 -2.7646
O 3.0288 1.2211 -2.0260
H -1.9339 -2.9690 -0.4392
O -1.9489 -2.9828 -1.3686
H -4.5412 1.7007 -2.5300
H -5.4837 1.0549 -1.5109
O -5.2232 1.0260 -2.4358
H 5.2850 1.7110 3.2464
H 4.4301 2.9385 2.8503
O 4.5194 2.2431 3.5170
H 1.8681 -5.1571 -0.4532
H 1.7462 -6.8586 -0.4875
O 1.5658 -6.0214 -0.1074
H 2.6124 -4.0715 2.4366
H 1.5286 -4.0691 3.4102
O 1.9747 -3.4597 2.8367
H -2.6037 -4.8701 -1.8156
H -3.9359 -4.9966 -2.6034
O -3.4971 -5.2586 -1.7880
H 0.5431 -3.3536 -4.6800
H 0.6290 -1.9411 -5.3370
O 0.7978 -2.4470 -4.5091
H -2.3084 -1.9969 2.8602
O -1.7994 -2.0176 3.6728
H -2.4275 1.9382 -3.6939
H -2.0862 0.8339 -2.7538
O -2.2107 1.8295 -2.7453
H 0.4578 1.7595 1.7026
O 0.8353 2.4271 1.1117
H 0.1221 -6.4559 2.0795
H -1.2395 -6.0546 1.5126
O -0.6507 -6.8056 1.6455
H 1.9964 0.4885 5.3447
H 1.1965 1.8059 5.2641
O 1.4879 1.1158 5.8699
H -1.9899 0.8561 4.5380
H -0.6205 1.2998 4.4574
O -1.5095 1.6207 4.1859
H 0.7405 -3.2685 0.5507
H 0.6627 -2.4678 -0.7741
O 1.2381 -3.0457 -0.2373
H -2.1858 -1.0943 0.7681
H -1.4978 0.3866 0.6241
O -2.2675 -0.1699 0.5614
H -3.1587 4.3483 -0.7978
H -3.2116 3.0412 -1.5770
O -3.7832 3.7159 -1.1814
H -1.0949 -0.5628 -3.7975
H -2.5684 -0.9438 -3.4926
O -1.7208 -0.7228 -3.0810
H -3.5462 -3.2084 -0.1364
H -4.0349 -4.5125 0.4168
O -3.4832 -3.7523 0.6448
H -0.1686 2.0989 -1.2390
H 0.9892 2.0979 -0.4937
O 0.6468 1.5536 -1.2453
H 5.0092 -0.5152 3.7227
H 5.4729 -0.8078 2.1970
O 5.7302 -0.5796 3.0936
H -3.2412 1.3550 2.0841
O -3.6126 1.8817 1.3617
H 3.4410 -1.6711 -3.2311
H 3.2669 -1.9819 -4.6072
O 3.9315 -2.1473 -3.9202
H -1.2952 -2.8209 3.7998
H 0.6351 -0.6392 2.5745
H 1.2627 3.0433 1.7259
H 2.0262 0.1539 0.0401
H -1.7944 -2.1146 -1.7419
H -3.2442 1.5031 0.5513
O 3.3721 2.6740 0.7071
H 3.4022 1.8650 0.1729
H 2.9251 2.1536 1.4166
O 4.3556 4.7925 -0.6697
H 5.2734 4.7070 -0.5271
H 3.7979 4.0539 -0.4318
O -4.7713 -1.3447 0.0745
H -5.2439 -1.1145 -0.7221
H -4.4132 -0.6443 0.6199
O 5.0547 -0.2143 -1.0761
H 4.1144 -0.2222 -0.9946
H 5.4561 0.1129 -1.8761
O 2.7639 2.1702 -5.3552
H 3.5998 2.5507 -5.0658
H 2.0675 2.8078 -5.1318
O -2.3300 3.8304 2.4501
H -2.6841 2.9784 2.1027
H -2.9819 4.5270 2.3799
O 3.0503 -0.8849 4.7813
H 3.5958 -1.4033 5.3877
H 3.6904 -0.2729 4.4124